Formula: C10H10Cl2NiO4
Source: the Open Molecules 2025 dataset
Level of theory: the ωB97M-V functional and the def2-TZVPD basis

```
27
Properties=species:S:1:pos:R:3
C 0.872 1.468 -1.679
C 0.022 0.488 -2.284
C 0.591 -0.844 -2.013
H -0.888 0.700 -2.852
C 1.826 -0.649 -1.284
C 1.948 0.772 -0.989
H 2.908 1.179 -0.645
H 0.706 2.544 -1.643
H 0.226 -1.782 -2.458
H 2.541 -1.438 -0.997
Ni -0.173 -0.137 -0.079
Cl -0.576 1.469 1.662
C -4.179 -3.574 0.636
C -3.241 -4.620 0.287
C -3.224 -4.742 -1.156
H -2.662 -5.227 0.989
C -4.153 -3.772 -1.698
C -4.743 -3.050 -0.590
H -5.499 -2.262 -0.667
H -4.435 -3.251 1.650
H -2.630 -5.457 -1.735
H -4.383 -3.625 -2.758
O 1.794 3.016 2.890
Cl 2.280 2.796 1.559
O 2.033 3.875 0.599
O 3.669 2.176 1.475
O 1.304 1.416 1.038
```

The HOMO-LUMO gap (alpha / beta) comes out at 5.53 / 5.46 eV. The LUMO energy (alpha / beta) is 4.99 / 4.93 eV. As for the net charge: -2. The energy above the lowest of the compared OMol25 structures with the same formula, charge and spin comes out at 88.75 kcal/mol. Its energy is -3116.24760 Eh. Its expectation value of S² is 2.019. Its spin multiplicity is 3.

***

Formula: C10H10ClCoF5OTe
Source: the Open Molecules 2025 dataset
Level of theory: the ωB97M-V functional and the def2-TZVPD basis

```
29
Properties=species:S:1:pos:R:3
C 1.392 -2.011 1.356
C 1.435 -1.721 -0.042
C 0.116 -1.877 -0.565
H 2.265 -1.274 -0.583
C -0.740 -2.196 0.516
C 0.056 -2.338 1.697
H -0.321 -2.545 2.676
H 2.242 -1.851 2.020
H -0.206 -1.689 -1.586
H -1.826 -2.201 0.495
Co 0.122 1.239 -0.619
Cl 2.096 1.181 0.338
C 0.366 2.345 -2.135
C -0.894 1.588 -2.282
C -0.548 0.347 -2.918
H -1.905 1.969 -2.132
C 0.843 0.262 -3.031
C 1.432 1.410 -2.466
H 2.499 1.593 -2.394
H 0.436 3.415 -2.001
H -1.261 -0.298 -3.429
H 1.399 -0.485 -3.604
F -0.509 2.404 3.411
Te -1.252 0.743 2.835
F -2.876 1.697 2.741
F -1.633 0.486 4.691
F 0.322 -0.225 3.298
F -2.255 -0.903 2.700
O -0.797 0.935 1.013
```

The HOMO-LUMO gap (alpha / beta) comes out at 4.19 / 4.12 eV. The LUMO energy (alpha / beta) is 4.75 / 4.70 eV. As for the net charge: -2. The energy above the lowest of the compared OMol25 structures with the same formula, charge and spin comes out at 57.85 kcal/mol. Its energy is -3072.55051 Eh. Its expectation value of S² is 3.778. Its spin multiplicity is 4.

***

Formula: C10H10ClF5OOsTe
Source: the Open Molecules 2025 dataset
Level of theory: the ωB97M-V functional and the def2-TZVPD basis

```
29
Properties=species:S:1:pos:R:3
C 2.452 -2.190 1.513
C 2.860 -0.815 1.271
C 2.469 -0.471 -0.069
H 3.260 -0.127 2.000
C 1.897 -1.626 -0.685
C 1.848 -2.676 0.280
H 1.452 -3.666 0.125
H 2.497 -2.705 2.439
H 2.591 0.492 -0.545
H 1.517 -1.728 -1.691
Os 0.732 -1.048 1.061
Cl 0.618 0.342 2.822
C -2.058 2.820 -0.469
C -1.656 2.160 -1.695
C -0.334 2.600 -2.036
H -2.214 1.367 -2.188
C 0.107 3.472 -0.984
C -0.934 3.557 0.005
H -0.971 4.203 0.882
H -3.013 2.699 -0.009
H 0.269 2.201 -2.839
H 1.076 4.013 -0.908
F -2.358 -0.670 1.895
Te -2.210 -1.853 0.211
F -0.647 -3.024 1.303
F -1.925 -3.221 -1.217
F -3.722 -2.844 0.902
F -3.363 -0.824 -0.977
O -0.242 -0.434 -0.397
```

The HOMO-LUMO gap (alpha / beta) comes out at 6.31 / 4.73 eV. The LUMO energy (alpha / beta) is -1.79 / -3.28 eV. Its energy is -1780.30010 Eh. Its expectation value of S² is 6.048. Its spin multiplicity is 5.

***

Formula: C10H10F6N3O6S4ScTe4
Source: the Open Molecules 2025 dataset
Level of theory: the ωB97M-V functional and the def2-TZVPD basis

```
44
Properties=species:S:1:pos:R:3
Sc -0.234 0.512 -0.145
C 2.006 2.885 0.071
O 1.802 1.488 -0.171
C 2.957 0.701 0.092
C 2.578 -0.724 -0.225
O 1.369 -0.992 0.479
C 1.409 -2.164 1.303
H 2.779 3.254 -0.608
H 2.293 3.032 1.115
H 1.056 3.379 -0.107
H 3.215 0.810 1.150
H 3.783 1.042 -0.541
H 3.364 -1.410 0.094
H 2.395 -0.855 -1.296
H 2.249 -2.083 1.996
H 1.500 -3.053 0.676
H 0.479 -2.200 1.857
Te -2.022 2.116 1.983
Te -1.855 4.354 3.229
Te 0.894 3.177 4.654
Te 0.493 0.912 3.389
F -3.709 3.454 -0.904
C -3.177 2.842 -1.970
F -3.984 3.066 -3.013
F -2.000 3.409 -2.233
S -3.089 0.997 -1.597
O -0.905 2.236 0.346
O -4.455 0.578 -1.873
N -2.092 0.791 -2.919
S -0.906 -0.134 -3.166
O -0.108 -0.540 -1.956
O -0.880 -1.047 -4.258
C 0.283 1.175 -3.716
F -0.147 1.877 -4.763
F 1.470 0.631 -4.047
F 0.518 2.027 -2.698
S -1.737 -1.104 0.839
C -2.055 -2.557 -0.167
S -2.584 -2.438 -1.740
C -1.933 -3.779 0.519
C -2.220 -5.013 -0.131
N -2.411 -6.033 -0.639
C -1.539 -3.905 1.876
N -1.187 -4.014 2.972
```

The HOMO-LUMO gap comes out at 5.51 eV. The LUMO energy is 3.61 eV. As for the net charge: -2. The energy above the lowest of the compared OMol25 structures with the same formula, charge and spin comes out at 47.01 kcal/mol. Its energy is -5027.70032 Eh.

***

Formula: C10H10MgN4S3Sb
Source: the Open Molecules 2025 dataset
Level of theory: the ωB97M-V functional and the def2-TZVPD basis

```
29
Properties=species:S:1:pos:R:3
Mg -0.068 0.246 0.314
S 2.498 2.441 2.357
Sb 0.113 2.314 2.741
S -0.105 -0.092 2.707
S -0.300 2.643 0.398
N 2.048 -0.003 -0.064
H 2.464 0.358 -0.915
H 2.483 -0.895 0.142
H 2.322 0.632 0.694
N -9.507 -1.622 4.655
C -8.613 -1.400 3.966
C -7.487 -1.121 3.096
C -7.702 -0.762 1.771
C -6.629 -0.499 0.936
C -5.335 -0.593 1.423
C -5.114 -0.942 2.749
C -6.186 -1.208 3.579
N -4.228 -0.319 0.566
C -4.267 0.237 -0.707
C -2.983 0.314 -1.117
N -2.151 -0.198 -0.131
C -2.930 -0.565 0.856
H -8.712 -0.691 1.392
H -6.817 -0.231 -0.093
H -4.112 -0.988 3.153
H -6.014 -1.476 4.613
H -5.175 0.559 -1.184
H -2.599 0.727 -2.034
H -2.571 -0.951 1.796
```

The HOMO-LUMO gap (alpha / beta) comes out at 7.43 / 6.04 eV. The LUMO energy (alpha / beta) is -0.43 / -1.71 eV. The energy above the lowest of the compared OMol25 structures with the same formula, charge and spin comes out at 0.00 kcal/mol. Its energy is -2241.14102 Eh. Its expectation value of S² is 0.757. Its spin multiplicity is 2.

***

Formula: C10H10N2
Source: the Open Molecules 2025 dataset
Level of theory: the ωB97M-V functional and the def2-TZVPD basis

```
22
Properties=species:S:1:pos:R:3
C -1.403 -1.170 -0.382
C -2.714 -1.376 -0.179
C -3.565 -0.197 0.220
C -3.035 1.026 0.010
C -1.601 1.089 -0.364
C 3.495 -0.522 -0.603
C 3.191 0.826 -0.448
C 2.191 1.282 0.403
C 1.311 0.204 0.798
C 1.708 -0.987 0.644
H -0.739 -2.064 -0.272
H -3.268 -2.281 -0.382
H -4.633 -0.288 0.533
H -3.714 1.796 -0.170
H -0.983 2.033 -0.788
H 4.280 -0.903 -1.182
H 3.870 1.576 -0.890
H 1.993 2.430 0.540
H 0.426 0.582 1.475
H 1.230 -1.619 1.385
N -0.842 0.008 -0.377
N 2.800 -1.446 0.031
```

The HOMO-LUMO gap comes out at 9.40 eV. The LUMO energy is 0.57 eV. The energy above the lowest of the compared OMol25 structures with the same formula, charge and spin comes out at 99.10 kcal/mol. Its energy is -496.43916 Eh. Its structure (SMILES) is c1ccncc1.c1ccncc1.

***

Formula: C10H10N2
Source: the Open Molecules 2025 dataset
Level of theory: the ωB97M-V functional and the def2-TZVPD basis

```
22
Properties=species:S:1:pos:R:3
N -8.783 2.981 2.479
C -9.204 4.258 2.453
C -8.892 5.173 3.410
C -8.079 4.774 4.491
C -7.613 3.434 4.610
C -7.931 2.593 3.485
H -9.767 4.583 1.590
H -9.069 6.235 3.328
H -7.902 5.467 5.300
H -6.956 3.076 5.388
H -7.798 1.521 3.496
N -9.901 5.481 -2.538
C -9.932 6.627 -3.227
C -9.140 6.946 -4.348
C -8.343 5.911 -4.818
C -8.256 4.681 -4.105
C -9.062 4.497 -3.019
H -10.520 7.439 -2.824
H -9.331 7.851 -4.905
H -7.696 5.950 -5.682
H -7.650 3.960 -4.634
H -9.083 3.603 -2.413
```

The HOMO-LUMO gap comes out at 10.55 eV. The LUMO energy is 1.00 eV. The energy above the lowest of the compared OMol25 structures with the same formula, charge and spin comes out at 44.72 kcal/mol. Its energy is -496.52583 Eh. Its structure (SMILES) is c1ccncc1.c1ccncc1.

***

Formula: C10H10N2
Source: the Open Molecules 2025 dataset
Level of theory: the ωB97M-V functional and the def2-TZVPD basis

```
22
Properties=species:S:1:pos:R:3
N 0.391 -2.605 2.737
C 0.406 -1.820 1.663
C 1.139 -2.060 0.497
C 1.871 -3.239 0.432
C 1.888 -4.051 1.550
C 1.137 -3.709 2.664
H -0.149 -0.896 1.781
H 1.024 -1.337 -0.298
H 2.399 -3.467 -0.485
H 2.456 -4.972 1.591
H 1.189 -4.347 3.538
N -0.436 1.617 -1.702
C -0.710 2.478 -2.684
C -1.419 3.660 -2.523
C -1.878 3.942 -1.238
C -1.624 3.053 -0.210
C -0.849 1.920 -0.485
H -0.318 2.194 -3.653
H -1.605 4.324 -3.352
H -2.402 4.851 -0.971
H -1.911 3.214 0.820
H -0.598 1.249 0.328
```

The HOMO-LUMO gap comes out at 10.57 eV. The LUMO energy is 0.94 eV. The energy above the lowest of the compared OMol25 structures with the same formula, charge and spin comes out at 30.12 kcal/mol. Its energy is -496.54910 Eh. Its structure (SMILES) is c1ccncc1.c1ccncc1.

***

Formula: C10H10N2
Source: the Open Molecules 2025 dataset
Level of theory: the ωB97M-V functional and the def2-TZVPD basis

```
22
Properties=species:S:1:pos:R:3
C 1.330 -1.980 0.312
C 1.251 -2.177 -1.087
C 2.067 -1.249 -1.816
C 2.849 -0.159 -1.243
C 2.694 0.068 0.076
C -2.038 1.282 2.178
C -0.900 0.755 1.482
C -1.177 0.578 0.101
C -2.458 0.797 -0.570
C -3.327 1.436 0.261
H 0.830 -2.653 1.007
H 0.758 -2.977 -1.643
H 1.852 -1.282 -2.842
H 3.454 0.439 -1.830
H 2.904 1.148 0.425
H -1.722 1.506 3.316
H -0.015 0.460 1.770
H -0.233 0.339 -0.547
H -2.693 0.892 -1.632
H -4.215 1.828 -0.186
N 1.851 -0.767 0.838
N -3.060 1.717 1.628
```

The HOMO-LUMO gap comes out at 9.61 eV. The LUMO energy is 0.35 eV. The energy above the lowest of the compared OMol25 structures with the same formula, charge and spin comes out at 95.70 kcal/mol. Its energy is -496.44459 Eh. Its structure (SMILES) is c1ccncc1.c1ccncc1.

***

Formula: C10H10N2
Source: the Open Molecules 2025 dataset
Level of theory: the ωB97M-V functional and the def2-TZVPD basis

```
22
Properties=species:S:1:pos:R:3
C -2.133 1.457 1.148
C -2.669 0.273 0.735
C -1.863 -0.905 0.655
C -0.619 -0.836 1.256
C -0.186 0.393 1.736
C 1.556 1.084 -1.972
C 2.316 0.676 -0.771
C 2.037 -0.476 -0.154
C 1.019 -1.189 -0.631
C 0.649 -0.879 -1.941
H -2.587 2.505 1.129
H -3.707 0.200 0.323
H -2.453 -1.937 0.509
H 0.021 -1.674 1.495
H 0.778 0.501 2.342
H 1.617 1.970 -2.493
H 2.952 1.592 -0.363
H 2.738 -0.927 0.660
H 0.751 -2.117 -0.183
H -0.147 -1.502 -2.455
N -0.886 1.516 1.597
N 0.814 0.278 -2.621
```

The HOMO-LUMO gap comes out at 9.58 eV. The LUMO energy is 0.55 eV. The energy above the lowest of the compared OMol25 structures with the same formula, charge and spin comes out at 88.66 kcal/mol. Its energy is -496.45581 Eh. Its structure (SMILES) is c1ccncc1.c1ccncc1.

***

Formula: C10H10N2
Source: the Open Molecules 2025 dataset
Level of theory: the ωB97M-V functional and the def2-TZVPD basis

```
22
Properties=species:S:1:pos:R:3
C 1.568 2.015 0.503
C 3.018 0.118 -0.013
C 2.827 -1.256 -0.258
C 0.881 -0.323 -0.070
C -0.602 -0.267 -0.118
C -1.369 -1.274 0.369
C -2.717 -1.193 0.397
C -3.423 0.064 0.014
C -2.611 1.143 -0.403
C -1.237 1.019 -0.461
H 1.435 2.595 -0.328
H 2.511 2.268 0.986
H 0.587 2.083 0.968
H 3.903 0.537 0.289
H 3.583 -1.983 -0.468
H -0.858 -2.271 0.645
H -3.267 -1.935 0.537
H -4.537 0.227 0.124
H -3.352 2.147 -0.574
H -0.358 1.924 -0.750
N 1.741 0.672 0.117
N 1.450 -1.511 -0.286
```

The HOMO-LUMO gap comes out at 8.88 eV. The LUMO energy is 0.76 eV. The energy above the lowest of the compared OMol25 structures with the same formula, charge and spin comes out at 83.06 kcal/mol. Its energy is -496.46472 Eh. Its structure (SMILES) is Cn1ccnc1-c1ccccc1.

***

Formula: C10H10N2
Source: the Open Molecules 2025 dataset
Level of theory: the ωB97M-V functional and the def2-TZVPD basis

```
22
Properties=species:S:1:pos:R:3
C -2.026 1.497 -0.588
C -0.677 1.224 -0.117
C -0.765 -0.120 0.121
C 0.490 2.094 0.032
C 1.701 1.691 0.444
C 1.743 -1.425 -0.536
C 2.420 -0.310 -0.801
C 1.324 -0.967 0.813
C 2.097 0.280 0.587
C -2.638 -1.860 0.263
N -2.798 0.445 -0.496
N -2.001 -0.576 -0.055
H -2.276 2.491 -1.133
H 0.057 3.120 -0.191
H 2.400 2.489 0.487
H 1.693 -2.413 -0.966
H 3.149 0.121 -1.536
H 1.099 -1.453 1.719
H 3.051 0.267 1.052
H -1.758 -2.632 0.029
H -2.902 -2.008 1.339
H -3.382 -1.956 -0.468
```

The HOMO-LUMO gap comes out at 7.85 eV. The LUMO energy is 0.03 eV. The energy above the lowest of the compared OMol25 structures with the same formula, charge and spin comes out at 175.64 kcal/mol. Its energy is -496.31720 Eh.